No. 1
ORCA calculation (ωB97M-V with the def2-TZVPD basis set) on 5 unconnected molecules or ions with the total composition C51H61BF32NO11.

Geometry as ORCA input:
```
! RIJCOSX wB97M-V def2-TZVPD def2/J DEFGRID3
* xyz 1 1
C 4.11 -6.23 0.55
C 3.38 -6.38 -0.67
C 2.00 -5.58 -0.75
C 0.99 -5.85 -1.98
O 0.51 -7.19 -2.23
C -0.10 -4.70 -1.60
C -1.00 -4.32 -2.86
C -0.33 -3.73 -4.17
C -0.85 -4.59 -5.46
O 1.10 -3.61 -4.22
C 1.56 -2.71 -5.25
C 1.84 -1.22 -4.75
C 0.77 -0.18 -4.38
C 1.09 1.28 -3.95
C 2.56 1.75 -3.88
C 3.68 0.70 -4.22
C 3.34 -0.76 -4.66
B -1.21 -5.58 -0.73
O -2.66 -5.41 -0.91
O -0.85 -6.53 0.30
C 0.60 -3.53 -0.69
C 0.35 -2.04 -1.23
C -1.16 -1.50 -1.11
C -1.27 0.00 -0.47
C -2.27 0.86 -1.41
O -1.93 1.83 -2.11
O -3.65 0.45 -1.46
C 0.16 -3.46 0.88
C 0.89 -2.33 1.75
C -0.13 -1.30 2.47
C -1.44 -1.76 3.19
C -2.40 -0.80 3.92
C -2.06 0.71 3.95
C -0.80 1.25 3.25
C 0.14 0.25 2.53
N 2.04 -4.06 -0.69
C 3.08 -3.33 -1.49
C 3.85 -2.19 -0.62
C 4.92 -1.54 -1.68
O 4.66 -2.75 0.45
H 3.55 -5.75 1.45
H 5.18 -6.56 0.70
H 3.84 -7.01 -1.49
H 1.59 -5.80 0.31
H 1.69 -5.68 -2.87
H 1.32 -7.73 -2.40
H -1.50 -5.31 -3.19
H -1.90 -3.64 -2.61
H -0.77 -2.67 -4.34
H -0.08 -5.42 -5.69
H -1.90 -5.00 -5.32
H -0.85 -3.85 -6.34
H 0.90 -2.64 -6.17
H 2.57 -3.12 -5.62
H -0.33 -0.51 -4.46
H 0.22 1.97 -3.72
H 2.79 2.84 -3.59
H 4.77 1.02 -4.16
H 4.18 -1.50 -4.94
H -2.92 -4.65 -0.33
H -1.08 -6.05 1.15
H 0.64 -1.97 -2.35
H 1.02 -1.24 -0.74
H -1.55 -1.37 -2.20
H -1.90 -2.20 -0.61
H -1.74 0.00 0.56
H -0.26 0.54 -0.51
H -3.71 -0.50 -1.74
H 0.35 -4.46 1.43
H -0.97 -3.27 1.01
H 1.42 -2.85 2.64
H 1.71 -1.75 1.22
H -1.71 -2.88 3.23
H -3.33 -1.16 4.47
H -2.74 1.44 4.50
H -0.51 2.35 3.22
H 1.11 0.59 2.00
H 2.45 -3.96 0.27
H 3.93 -4.01 -1.87
H 2.70 -2.78 -2.41
H 3.18 -1.32 -0.32
H 4.91 -2.08 -2.68
H 5.97 -1.53 -1.21
H 4.64 -0.43 -1.83
H 4.69 -2.04 1.14
C 2.67 7.43 -4.98
C 2.83 6.10 -4.20
C 1.61 5.66 -3.39
F 1.28 6.54 -2.43
F 1.88 4.49 -2.75
F 3.94 6.17 -3.43
F 3.08 5.13 -5.13
O 3.21 8.61 -4.37
C 2.40 9.29 -3.44
C 2.99 9.28 -2.02
F 3.19 8.03 -1.57
F 2.15 9.89 -1.15
F 1.14 8.79 -3.49
F 2.31 10.56 -3.88
H 3.27 7.31 -5.89
H 1.65 7.58 -5.34
H 0.75 5.49 -4.03
H 3.95 9.80 -2.00
C -6.70 4.43 -1.97
C -6.09 5.82 -2.27
C -6.31 6.36 -3.69
F -5.77 5.57 -4.64
F -5.72 7.58 -3.83
F -4.77 5.80 -1.96
F -6.67 6.70 -1.40
O -5.82 3.30 -2.06
C -5.63 2.73 -3.33
C -4.18 2.85 -3.82
F -3.78 4.14 -3.89
F -4.05 2.33 -5.08
F -6.53 3.24 -4.20
F -5.95 1.42 -3.20
H -6.99 4.46 -0.92
H -7.64 4.27 -2.51
H -7.38 6.48 -3.90
H -3.50 2.32 -3.16
C 0.83 -6.97 6.07
C 1.33 -6.27 4.78
C 2.80 -5.85 4.77
F 3.09 -4.96 5.73
F 3.10 -5.25 3.59
F 0.51 -5.22 4.51
F 1.14 -7.16 3.75
O 0.14 -6.15 7.02
C 0.93 -5.42 7.94
C 0.79 -3.91 7.78
F 1.14 -3.51 6.53
F 1.60 -3.25 8.64
F 2.21 -5.85 7.88
F 0.49 -5.78 9.17
H 0.07 -7.69 5.74
H 1.61 -7.57 6.54
H 3.46 -6.72 4.88
H -0.24 -3.59 7.96
C -0.60 6.23 5.86
C -1.07 6.11 7.32
C -1.03 4.71 7.93
F -1.81 3.83 7.27
F -1.48 4.73 9.21
F -2.31 6.64 7.43
F -0.26 6.91 8.08
O -1.61 6.24 4.84
C -2.08 4.99 4.38
C -3.56 4.77 4.70
F -3.81 4.84 6.02
F -3.96 3.54 4.29
F -1.28 4.01 4.85
F -1.90 5.00 3.04
H -0.13 7.22 5.78
H 0.21 5.53 5.63
H 0.00 4.32 7.95
H -4.18 5.52 4.20
*
```

- F_max (eV/Å) = 4.5
- frontier orbital gap (eV) = 8.87
- DFT total energy (hartree) = -6082.28119
- LUMO (eV) = -2.181

No. 2
ORCA calculation (ωB97M-V with the def2-TZVPD basis set) on a molecular structure, C51H61CsGeN2O5.

Geometry as ORCA input:
```
! RIJCOSX wB97M-V def2-TZVPD def2/J DEFGRID3
* xyz -1 2
Cs 0.06 0.72 0.76
O 0.46 -1.70 1.21
C 1.39 -2.63 0.97
C 2.76 -2.02 0.47
C 2.73 -1.56 -0.95
C 3.18 -2.43 -1.95
C 3.25 -1.96 -3.25
C 2.85 -0.67 -3.51
C 2.37 0.12 -2.46
C 1.94 1.52 -2.73
C 0.40 1.61 -3.13
O -0.39 1.47 -2.08
C 0.13 2.98 -3.80
C -1.01 3.10 -4.59
C -1.31 4.29 -5.23
C -0.49 5.39 -5.08
C 0.62 5.29 -4.25
C 0.92 4.10 -3.62
C 0.21 0.54 -4.22
C -0.46 -0.64 -3.91
C -0.57 -1.65 -4.85
C -0.02 -1.49 -6.11
C 0.62 -0.30 -6.44
C 0.73 0.71 -5.50
N 2.34 -0.32 -1.21
C 0.97 -3.64 -0.11
C 1.65 -4.84 -0.29
C 1.29 -5.71 -1.30
C 0.23 -5.41 -2.14
C -0.48 -4.23 -1.94
C -0.11 -3.36 -0.93
C 1.62 -3.45 2.26
C 0.53 -4.17 2.74
C 0.64 -4.94 3.89
C 1.84 -5.01 4.57
C 2.92 -4.28 4.11
C 2.80 -3.50 2.97
H 3.53 -2.79 0.55
H 2.99 -1.17 1.12
H 3.49 -3.43 -1.71
H 3.64 -2.59 -4.04
H 2.90 -0.27 -4.52
H 2.53 1.93 -3.56
H 2.06 2.12 -1.84
H -1.66 2.24 -4.72
H -2.18 4.35 -5.87
H -0.71 6.31 -5.59
H 1.26 6.15 -4.12
H 1.80 4.06 -2.99
H -0.88 -0.74 -2.92
H -1.09 -2.56 -4.60
H -0.10 -2.28 -6.85
H 1.03 -0.17 -7.43
H 1.23 1.63 -5.76
H 2.48 -5.09 0.36
H 1.84 -6.64 -1.44
H -0.06 -6.09 -2.93
H -1.32 -3.99 -2.56
H -0.64 -2.44 -0.76
H -0.40 -4.14 2.19
H -0.21 -5.51 4.24
H 1.94 -5.64 5.45
H 3.87 -4.33 4.63
H 3.67 -2.95 2.65
C 2.79 3.48 1.01
C 1.46 4.19 1.27
C 0.96 4.89 0.00
C 1.70 5.24 2.37
O 0.47 3.28 1.63
Ge 0.00 2.79 3.39
O -1.57 1.84 2.84
C -2.88 2.25 2.99
C -3.73 0.99 3.22
C -3.08 3.19 4.20
C -3.38 2.98 1.74
O 1.26 1.35 3.40
C 1.59 0.54 4.47
C 0.61 -0.64 4.58
C 1.58 1.31 5.80
C 3.02 0.02 4.23
H 3.61 4.20 0.95
H 2.99 2.80 1.84
H 2.76 2.90 0.10
H 1.72 5.52 -0.45
H 0.63 4.15 -0.72
H 0.10 5.51 0.26
H 2.38 6.02 2.01
H 0.75 5.70 2.65
H 2.13 4.75 3.24
H -3.39 0.50 4.13
H -4.78 1.23 3.32
H -3.59 0.30 2.39
H -2.64 2.73 5.08
H -2.56 4.13 4.01
H -4.13 3.39 4.37
H -3.46 2.30 0.90
H -4.35 3.45 1.92
H -2.67 3.76 1.47
H -0.38 -0.23 4.75
H 0.59 -1.19 3.65
H 0.88 -1.30 5.40
H 0.56 1.62 6.02
H 1.96 0.69 6.61
H 2.20 2.20 5.70
H 3.04 -0.59 3.33
H 3.69 0.86 4.10
H 3.37 -0.58 5.07
C -6.71 -3.11 -1.44
C -5.42 -2.41 -1.15
C -4.94 -1.39 -1.97
C -3.75 -0.77 -1.64
N -3.03 -1.11 -0.58
C -3.47 -2.08 0.19
C -4.65 -2.76 -0.05
H -7.18 -2.72 -2.34
H -7.40 -2.99 -0.61
H -6.54 -4.18 -1.58
H -5.50 -1.08 -2.84
H -3.34 0.03 -2.24
H -2.84 -2.32 1.03
H -4.98 -3.55 0.61
*
```

- expectation value of S² = 0.7550
- F_max (eV/Å) = 2.6
- frontier orbital gap (spin up / spin down) (eV) = 5.96 / 3.99
- DFT total energy (hartree) = -4562.83992
- LUMO (spin up / spin down) (eV) = 1.931 / -0.032